Model A:
This record from the OMol25 dataset describes an isolated molecule of C7H7NO4. The level of theory is ωB97M-V with the def2-TZVPD basis set.

```
19
Properties=species:S:1:pos:R:3:nbo_charge:R:1
O 2.47 -0.21 1.41 -0.6231
C 1.88 0.03 0.38 0.6090
N 2.50 0.21 -0.75 -0.3237
O 3.83 0.04 -0.75 -0.5470
C 0.31 -0.02 0.21 -0.0483
C -0.39 -1.22 0.10 -0.3627
C -1.81 -1.19 -0.08 0.3857
O -2.49 -2.37 -0.21 -0.6455
C -2.49 0.03 -0.12 -0.3807
C -1.83 1.16 0.05 0.3633
O -2.47 2.34 -0.11 -0.6741
C -0.30 1.26 0.13 -0.3158
H 2.45 -0.15 -1.80 0.4375
H 4.00 -0.34 0.04 0.4711
H 0.18 -2.04 0.08 0.2082
H -1.68 -3.18 -0.06 0.4845
H -3.63 0.05 0.09 0.2462
H -1.86 3.21 0.00 0.4929
H 0.07 2.32 0.14 0.2225
```

frontier orbital gap	0.3230	hartree
lowest unoccupied orbital energy	0.353	eV
charge	0

Model B:
This record from the OMol25 dataset describes a structure of composition C7H7NO4. The level of theory is ωB97M-V with the def2-TZVPD basis set.

```
19
Properties=species:S:1:pos:R:3:nbo_charge:R:1
C 1.49 -0.74 0.73 0.6433
C 0.36 -0.29 -0.13 -0.1402
C 0.29 0.53 -1.23 -0.3167
C -0.99 1.10 -1.48 0.3506
C -2.16 0.87 -0.62 -0.3443
C -2.07 -0.18 0.23 0.3348
C -0.79 -0.78 0.47 -0.2656
H 3.02 -0.42 2.57 0.4627
H 2.44 0.95 0.04 0.3957
H 1.17 0.51 -2.00 0.2437
H -1.77 1.76 -3.19 0.4871
H -2.99 1.34 -0.99 0.2227
H -3.05 -1.30 1.50 0.4936
H -0.63 -1.46 1.38 0.2511
N 2.60 0.00 0.38 -0.3230
O 3.59 -0.25 1.41 -0.5508
O 1.38 -1.56 1.61 -0.5930
O -0.96 1.83 -2.65 -0.6886
O -3.16 -0.59 0.89 -0.6631
```

frontier orbital gap	0.3296	hartree
lowest unoccupied orbital energy	0.279	eV
charge	0

Quick one: most stable of them? model B

Model A:
This record from the OMol25 dataset describes a structure of composition C4H13NO2. The level of theory is ωB97M-V with the def2-TZVPD basis set.

```
20
Properties=species:S:1:pos:R:3:nbo_charge:R:1
C -1.62 0.32 0.28 0.4637
N -1.90 0.73 1.62 -0.8615
O -2.34 -0.86 -0.04 -0.7496
O -2.05 1.34 -0.59 -0.7421
H -2.11 -1.12 -0.94 0.4749
H -3.01 1.36 -0.58 0.4582
H 0.61 -1.02 1.14 -0.0085
H -1.62 0.04 2.30 0.3688
H -2.88 0.94 1.74 0.3571
C 1.87 0.02 -0.10 -0.1420
C 2.41 -1.09 -0.95 -0.6531
C 1.03 0.99 -0.59 -0.4925
H 2.47 0.28 0.77 0.2067
H -0.12 -1.33 1.35 0.0056
H 2.38 -2.04 -0.40 0.2160
H -0.34 0.51 -0.02 0.2114
H 1.82 -1.22 -1.86 0.2117
H 3.44 -0.90 -1.25 0.2265
H 0.89 1.05 -1.67 0.2181
H 1.07 1.99 -0.20 0.2306
```

frontier orbital gap	0.3387	hartree
lowest unoccupied orbital energy	0.810	eV
charge	0

Model B:
This record from the OMol25 dataset describes a cluster of 3 separate species, C4H13NO2 in total. The level of theory is ωB97M-V with the def2-TZVPD basis set.

```
20
Properties=species:S:1:pos:R:3:nbo_charge:R:1
C 0.18 -2.85 3.04 -0.6580
C 0.17 -2.71 1.59 -0.1826
C -0.11 -1.59 0.88 -0.2106
C -0.74 -1.54 -0.46 -0.2696
N 0.39 -2.04 -1.36 -0.8347
H -0.72 -2.67 3.59 0.2314
H 0.84 -2.14 3.49 0.2160
H 0.66 -3.84 3.26 0.2150
H 0.46 -3.47 0.96 0.1864
H 0.48 -0.72 1.20 0.1948
H -0.95 -0.40 -0.63 0.1910
H -1.72 -2.08 -0.73 0.2061
H 1.12 -2.28 -0.73 0.3574
H 0.60 -1.38 -2.01 0.3572
O 0.42 6.27 -1.03 -0.9655
H 0.96 5.43 -0.93 0.4915
H -0.45 6.21 -0.68 0.4745
O -0.48 3.71 -2.81 -0.9341
H -0.31 3.52 -3.77 0.4673
H -0.81 4.57 -2.87 0.4664
```

frontier orbital gap	0.3178	hartree
lowest unoccupied orbital energy	0.674	eV
charge	0

Model C:
This record from the OMol25 dataset describes a cluster of 3 separate species, C4H13NO2 in total. The level of theory is ωB97M-V with the def2-TZVPD basis set.

```
20
Properties=species:S:1:pos:R:3:nbo_charge:R:1
C -1.19 1.60 -0.30 -0.5813
C -0.26 1.73 -1.28 0.1724
O -0.10 0.76 -2.22 -0.6789
H -1.88 0.77 -0.34 0.2256
H -1.52 2.48 0.23 0.2243
H 0.30 2.64 -1.41 0.1743
H 0.61 0.99 -2.83 0.4864
C 1.78 0.32 0.50 -0.4449
N 0.69 0.12 1.45 -0.8714
H 2.23 1.32 0.49 0.1760
H 1.55 -0.15 -0.45 0.2073
H 2.44 -0.40 1.05 0.2102
H 0.94 0.50 2.36 0.3609
H -0.16 0.70 1.04 0.3755
C -1.17 -2.32 0.06 -0.2471
O -0.10 -2.56 0.94 -0.7638
H -0.88 -1.66 -0.77 0.1551
H -2.03 -1.88 0.58 0.1479
H -1.48 -3.29 -0.35 0.1771
H 0.23 -1.69 1.25 0.4944
```

frontier orbital gap	0.3557	hartree
lowest unoccupied orbital energy	0.533	eV
charge	0

Quick one: most stable of them? model C

Model A:
This record from the OMol25 dataset describes a cluster of 3 separate species, C4H13NO2 in total. The level of theory is ωB97M-V with the def2-TZVPD basis set.

```
20
Properties=species:S:1:pos:R:3:nbo_charge:R:1
C 0.32 3.36 -0.95 -0.6445
C 0.46 2.08 -0.17 -0.3003
C -0.49 1.19 0.16 0.0002
N -0.21 -0.08 0.65 -0.6596
C -1.06 -0.58 1.70 -0.4004
H 1.06 4.08 -0.57 0.2093
H 0.87 3.26 -1.91 0.2082
H -0.68 3.70 -1.23 0.2123
H 1.44 2.07 0.31 0.1972
H -1.53 1.49 0.30 0.1656
H 0.67 -0.34 0.22 0.4233
H -2.07 -0.30 1.41 0.1921
H -1.06 -1.67 1.74 0.1942
H -0.90 -0.29 2.74 0.1744
O 2.05 -1.21 -0.66 -0.9198
H 1.31 -1.80 -0.83 0.4773
H 2.48 -1.76 0.03 0.4698
O -0.88 -3.99 -0.97 -0.9303
H -1.44 -4.63 -0.51 0.4676
H -0.34 -4.60 -1.46 0.4635
```

frontier orbital gap	0.2762	hartree
lowest unoccupied orbital energy	0.467	eV
charge	0

Model B:
This record from the OMol25 dataset describes a cluster of 3 separate species, C4H13NO2 in total. The level of theory is ωB97M-V with the def2-TZVPD basis set.

```
20
Properties=species:S:1:pos:R:3:nbo_charge:R:1
C -0.23 3.29 -1.92 -0.4154
C -0.47 2.34 -1.00 -0.1610
C -0.21 0.88 -1.01 -0.4709
C -0.02 0.14 0.37 -0.1972
N -0.20 -1.30 0.29 -0.8298
H -0.09 3.01 -2.97 0.1831
H 0.09 4.26 -1.56 0.2062
H -0.94 2.79 -0.11 0.1865
H -0.99 0.39 -1.60 0.2176
H 0.75 0.59 -1.46 0.2143
H -0.73 0.60 1.08 0.1575
H 0.99 0.42 0.58 0.1866
H 0.31 -1.64 1.10 0.3571
H -1.18 -1.52 0.42 0.3644
O -2.77 -2.49 -1.69 -0.9216
H -2.23 -2.46 -2.50 0.4634
H -3.46 -2.98 -2.16 0.4591
O 3.61 -1.99 4.45 -0.9585
H 3.72 -2.92 4.61 0.4786
H 4.04 -1.41 5.09 0.4800
```

frontier orbital gap	0.3569	hartree
lowest unoccupied orbital energy	0.861	eV
charge	0

Quick one: most stable of them? model A

Model A:
This record from the OMol25 dataset describes an isolated molecule of C3H4N2O. The level of theory is ωB97M-V with the def2-TZVPD basis set.

```
10
Properties=species:S:1:pos:R:3:nbo_charge:R:1
O 1.13 1.34 -0.84 -0.6141
C 0.25 0.39 -0.12 0.2833
C 0.28 -0.34 1.05 -0.4345
C -0.91 -1.07 0.85 -0.0719
N -1.52 -0.78 -0.31 -0.2881
N -0.77 0.16 -0.92 -0.4108
H 1.09 2.24 -0.46 0.5349
H 0.98 -0.37 1.87 0.2369
H -1.35 -1.81 1.51 0.2009
H 0.51 1.32 -1.65 0.5636
```

frontier orbital gap	0.3092	hartree
lowest unoccupied orbital energy	-0.394	eV
charge	0

Model B:
This record from the OMol25 dataset describes an isolated molecule of C3H4N2O. The level of theory is ωB97M-V with the def2-TZVPD basis set.

```
10
Properties=species:S:1:pos:R:3:nbo_charge:R:1
N 2.32 0.52 -1.48 -0.2931
C 1.60 0.28 -0.60 0.2594
C 0.73 -0.02 0.55 -0.3270
N -0.59 -0.49 0.19 -0.6143
C -1.57 0.27 -0.38 0.5362
O -1.53 1.45 -0.62 -0.5783
H 0.65 0.90 1.15 0.2577
H 1.25 -0.76 1.17 0.2506
H -0.86 -1.46 0.19 0.4033
H -2.43 -0.39 -0.59 0.1054
```

frontier orbital gap	0.4067	hartree
lowest unoccupied orbital energy	0.482	eV
charge	0

Model C:
This record from the OMol25 dataset describes an isolated molecule of C3H4N2O. The level of theory is ωB97M-V with the def2-TZVPD basis set.

```
10
Properties=species:S:1:pos:R:3:nbo_charge:R:1
O -0.44 -2.35 0.39 -0.6448
C -0.21 -1.17 0.21 0.7405
N -0.85 -0.07 0.76 -0.6008
C -0.36 1.12 0.21 -0.0966
C 0.62 0.79 -0.64 -0.0915
N 0.75 -0.60 -0.62 -0.5994
H -1.47 -0.17 1.54 0.4233
H -0.85 2.07 0.34 0.2246
H 1.24 1.43 -1.26 0.2243
H 1.21 -1.14 -1.33 0.4203
```

frontier orbital gap	0.3340	hartree
lowest unoccupied orbital energy	0.889	eV
charge	0

Model D:
This record from the OMol25 dataset describes an isolated molecule of C3H4N2O. The level of theory is ωB97M-V with the def2-TZVPD basis set.

```
10
Properties=species:S:1:pos:R:3:nbo_charge:R:1
N -1.62 0.12 -0.27 -0.8179
C -0.50 -0.45 0.34 0.2492
N -0.22 -1.70 0.41 -0.1186
O 1.75 -1.21 -0.29 -0.3731
C 1.66 0.06 -0.11 0.1968
C 0.50 0.57 0.36 -0.3502
H -2.14 0.80 0.26 0.3928
H -2.14 -0.52 -0.84 0.3961
H 2.50 0.75 -0.29 0.2005
H 0.19 1.60 0.39 0.2244
```

frontier orbital gap (spin up / spin down)	0.3099 / 0.2558	hartree
lowest unoccupied orbital energy (spin up / spin down)	-0.709 / -1.823	eV
charge	0

Quick one: most stable of them? model C